[1]
Computed, not measured: C4H7ClO in the gas phase in a non-equilibrium geometry, with ωB97M-V with the def2-TZVPD basis set.

Calculated values
Lowest unoccupied orbital energy: 0.798 eV
Strongest force on any atom: 2.5 eV Å⁻¹
ΔE to the lowest compared entry with this formula, charge and spin: 122.18 kJ/mol
Structure (SMILES): C[C@@]1(Cl)C[C@H]1O
Orbital gap: 10.38 eV

```
13
C4H7ClO (ωB97M-V with the def2-TZVPD basis set)
C -0.03 -0.60 1.44
C -0.30 -0.61 -0.01
C -0.85 0.69 -0.65
C 0.54 0.25 -0.93
H -1.03 -0.83 1.89
H 0.64 -1.43 1.71
H 0.49 0.28 1.78
H -1.61 0.63 -1.39
H -1.00 1.48 0.05
H 0.59 -0.29 -1.88
H 1.84 1.66 -0.97
O 1.68 0.88 -0.44
Cl -0.95 -2.11 -0.62
```


[2]
Computed, not measured: C4H5NO in the gas phase in a non-equilibrium geometry, with ωB97M-V with the def2-TZVPD basis set.

Calculated values
Lowest unoccupied orbital energy: 0.755 eV
Strongest force on any atom: 4.3 eV Å⁻¹
ΔE to the lowest compared entry with this formula, charge and spin: 393.45 kJ/mol
Structure (SMILES): N#CC[C@H]1CO1
Orbital gap: 11.09 eV

```
11
C4H5NO (ωB97M-V with the def2-TZVPD basis set)
N -1.56 -1.24 1.82
C -0.62 -0.71 1.41
C 0.40 0.28 1.07
C 0.48 -0.07 -0.38
C -0.25 0.34 -1.58
O 1.04 0.90 -1.27
H 1.32 -0.06 1.56
H 0.17 1.30 1.39
H 0.31 -1.35 -0.03
H -0.16 -0.36 -2.41
H -1.14 0.95 -1.57
```


[3]
Computed, not measured: 2 unconnected molecules or ions with the total composition C5H10O, with ωB97M-V with the def2-TZVPD basis set.

Calculated values
Lowest unoccupied orbital energy: 1.064 eV
Strongest force on any atom: 0.4 eV Å⁻¹
ΔE to the lowest compared entry with this formula, charge and spin: 316.29 kJ/mol
Structure (SMILES): CC1C=C1.CO
Orbital gap: 10.67 eV

```
16
C5H10O (ωB97M-V with the def2-TZVPD basis set)
C 1.95 1.01 -0.59
C -1.14 -0.50 1.83
C -1.29 -0.90 0.39
C -1.49 0.12 -0.71
C -0.06 -0.93 1.26
O 2.05 -0.38 -0.83
H 1.57 1.55 -1.47
H 2.95 1.37 -0.37
H 1.30 1.24 0.26
H -1.64 -0.11 2.70
H -1.78 -1.86 0.18
H -1.10 -0.24 -1.68
H -2.55 0.35 -0.86
H -0.98 1.06 -0.47
H 1.00 -1.14 1.29
H 1.16 -0.71 -1.01
```


[4]
Computed, not measured: a molecular structure, C14H24CoN4O5 in a non-equilibrium geometry, with ωB97M-V with the def2-TZVPD basis set.

Calculated values
Lowest unoccupied orbital energy (alpha / beta): -3.385 / -3.667 eV
Strongest force on any atom: 6.1 eV Å⁻¹
Total charge: +1
2S+1: 5
Orbital gap (alpha / beta): 3.79 / 6.21 eV
⟨S²⟩: 6.086

```
48
C14H24CoN4O5 (ωB97M-V with the def2-TZVPD basis set)
O 0.57 3.25 -0.01
H 0.22 3.87 0.67
Co -0.44 -0.30 -0.80
N -1.35 -0.95 -2.20
N 1.04 -0.96 -1.70
O -2.46 -0.35 -2.52
O 2.39 -1.09 -1.41
C -0.65 -1.79 -3.01
C 0.74 -1.83 -2.67
C -1.34 -2.50 -4.10
C 1.84 -2.70 -3.10
H -2.38 -2.18 -4.18
H -1.34 -3.59 -3.99
H -0.85 -2.29 -5.05
H 2.24 -3.27 -2.26
H 2.65 -2.11 -3.51
H 1.48 -3.43 -3.83
H -1.77 1.14 -2.08
H 2.62 -0.36 -0.81
O -2.21 -2.14 1.00
H -2.48 -2.79 0.32
H -1.45 -2.52 1.46
C 1.91 3.24 -0.45
H 2.56 2.96 0.37
H 2.13 4.21 -0.92
H 1.91 2.42 -1.18
O -0.91 1.55 -1.63
H -0.10 2.70 -0.49
H -0.49 1.86 -2.47
N -2.11 0.53 0.73
C -1.42 1.01 1.86
C -1.93 2.04 2.66
C -1.31 2.27 3.91
C -0.22 1.51 4.33
C 0.38 0.57 3.46
C 1.47 -0.25 3.80
C 2.03 -1.06 2.83
C 1.55 -1.02 1.51
N 0.47 -0.28 1.15
C -0.16 0.43 2.15
H -2.23 -0.52 0.73
H -3.00 1.02 0.58
H -2.81 2.61 2.34
H -1.71 3.05 4.57
H 0.23 1.64 5.32
H 1.86 -0.23 4.81
H 2.84 -1.76 3.06
H 2.00 -1.63 0.73
```


[5]
Computed, not measured: a molecular structure, C9H8Cl3F5NO5SSrTe, with ωB97M-V with the def2-TZVPD basis set.

Calculated values
Lowest unoccupied orbital energy: 2.034 eV
Strongest force on any atom: 0.6 eV Å⁻¹
Total charge: -1
ΔE to the lowest compared entry with this formula, charge and spin: 0.00 kJ/mol
Orbital gap: 7.36 eV

```
34
C9H8Cl3F5NO5SSrTe (ωB97M-V with the def2-TZVPD basis set)
Sr 0.39 0.07 -0.20
C -3.14 -2.73 -0.51
C -2.75 -1.32 -0.84
C -2.18 -0.97 -2.06
C -1.87 0.35 -2.36
C -2.12 1.36 -1.43
C -2.66 1.02 -0.19
C -2.96 -0.30 0.10
H -4.19 -2.78 -0.23
H -2.54 -3.09 0.32
H -2.97 -3.40 -1.36
H -1.97 -1.76 -2.78
H -1.44 0.60 -3.32
H -1.87 2.39 -1.66
H -2.83 1.79 0.54
H -3.38 -0.56 1.06
Cl 4.58 4.06 -0.79
C 3.09 4.00 0.19
Cl 1.98 5.24 -0.39
Cl 3.51 4.36 1.89
C 2.43 2.59 0.09
N 1.30 2.37 -0.31
F 0.94 -1.99 -1.55
Te 0.80 -3.43 -0.24
F 1.92 -4.31 -1.43
F 0.52 -5.03 0.66
F -0.58 -4.04 -1.36
F 2.36 -3.24 0.75
O -0.15 -2.25 0.73
O 2.76 -0.54 -0.16
S 3.09 0.21 1.06
O 4.28 -0.19 1.73
O 3.45 1.71 0.56
O 1.88 0.35 1.87
```


[6]
Computed, not measured: a molecular structure, C14H29N4O6P3S in a non-equilibrium geometry, with ωB97M-V with the def2-TZVPD basis set.

Calculated values
Lowest unoccupied orbital energy: -1.366 eV
Strongest force on any atom: 1.9 eV Å⁻¹
ΔE to the lowest compared entry with this formula, charge and spin: 83.23 kJ/mol
Orbital gap: 7.68 eV

```
57
C14H29N4O6P3S (ωB97M-V with the def2-TZVPD basis set)
O -1.69 4.32 1.34
P -2.12 3.54 0.17
C -1.76 4.40 -1.42
C -2.72 4.88 -2.30
P -4.56 4.82 -2.09
P -5.11 5.51 -0.09
O -3.98 6.13 0.61
O -6.33 6.61 -0.19
O -5.79 4.24 0.73
C -2.26 5.53 -3.53
C -0.94 5.67 -3.85
C 0.06 5.20 -2.95
N 1.41 5.27 -3.04
S 1.97 4.60 -1.70
N 0.64 4.14 -0.89
C -0.35 4.55 -1.71
H -3.50 3.20 0.13
H -1.42 2.30 0.15
H -4.98 3.46 -2.21
H -6.79 6.50 0.65
H -5.89 3.55 0.06
H -3.00 5.92 -4.23
H -0.66 6.17 -4.79
C 1.92 0.67 -1.65
C 1.14 0.15 -0.45
C 2.02 -0.51 0.62
O 2.48 -1.81 0.29
C 3.60 -1.84 -0.59
N 0.09 -0.75 -0.92
H 2.20 -0.12 -2.34
H 1.31 1.38 -2.22
H 2.83 1.20 -1.34
H 0.66 1.02 0.02
H 1.41 -0.64 1.52
H 2.86 0.13 0.91
H 4.28 -1.00 -0.41
H 3.26 -1.84 -1.63
H 4.13 -2.77 -0.42
H -0.50 -1.02 -0.13
H 0.54 -1.63 -1.19
C 0.38 -5.73 3.58
C 0.76 -5.12 2.23
C 1.35 -6.13 1.23
O 2.69 -6.51 1.50
C 2.84 -7.48 2.52
N 1.66 -3.99 2.46
H 1.25 -5.89 4.22
H -0.29 -5.06 4.12
H -0.13 -6.69 3.45
H -0.16 -4.73 1.79
H 1.37 -5.65 0.25
H 0.71 -7.02 1.14
H 2.02 -8.21 2.52
H 2.93 -7.01 3.49
H 3.78 -8.02 2.33
H 1.83 -3.52 1.57
H 2.57 -4.38 2.70
```